(1)
{"formula": "C12H30AlB3O6", "method": "the ωB97M-V functional and the def2-TZVPD basis", "lumo_ev": -4.47, "spin_multiplicity": 1, "e_above_lowest_ev": 6.1316, "orbital_gap_ev": 4.534, "e_homo_ev": -9.003, "symbols": ["Al", "B", "H", "H", "H", "H", "B", "H", "H", "H", "H", "B", "H", "H", "H", "H", "O", "C", "O", "C", "C", "C", "H", "H", "H", "H", "H", "H", "O", "C", "O", "C", "C", "C", "H", "H", "H", "H", "H", "H", "O", "C", "O", "C", "C", "C", "H", "H", "H", "H", "H", "H"], "xyz": [[0.34, 0.66, -0.39], [1.35, 3.02, -2.02], [2.09, 2.36, -1.60], [0.78, 3.49, -1.23], [1.84, 3.80, -2.57], [0.63, 2.51, -2.63], [-1.86, -1.09, 1.03], [-2.49, -1.94, 0.80], [-2.27, -0.34, 0.37], [-2.00, -0.72, 2.04], [-0.83, -1.29, 0.78], [-0.74, 2.66, 1.68], [-1.49, 3.38, 1.95], [-1.27, 1.74, 1.48], [-0.33, 2.97, 0.73], [-0.02, 2.43, 2.45], [1.13, -2.13, -0.74], [1.18, -3.34, -1.07], [1.74, -3.65, -2.24], [1.49, -5.03, -2.52], [0.33, -5.52, -1.57], [0.61, -4.61, -0.37], [2.48, -5.46, -2.35], [1.20, -5.26, -3.54], [0.60, -6.54, -1.31], [-0.65, -5.55, -2.05], [1.44, -4.88, 0.28], [-0.28, -4.35, 0.21], [1.83, -0.66, 1.84], [2.33, -0.52, 2.99], [2.26, 0.66, 3.72], [3.11, 0.65, 4.88], [3.92, -0.60, 4.79], [3.17, -1.44, 3.75], [2.42, 0.60, 5.73], [3.67, 1.56, 5.09], [4.05, -1.18, 5.71], [4.89, -0.38, 4.34], [2.50, -2.10, 4.29], [3.83, -1.96, 3.05], [-2.31, 1.39, -1.39], [-2.98, 2.20, -2.09], [-3.96, 2.99, -1.57], [-4.70, 3.87, -2.48], [-3.62, 3.81, -3.68], [-2.84, 2.51, -3.56], [-4.70, 4.91, -2.15], [-5.70, 3.45, -2.59], [-2.95, 4.67, -3.63], [-4.06, 3.91, -4.67], [-1.79, 2.59, -3.82], [-3.37, 1.76, -4.14]], "nbo_charge": [1.5510, -0.8300, 0.0297, 0.0171, 0.1110, 0.0042, -0.7042, 0.0467, 0.0753, 0.0480, 0.0077, -0.7525, 0.1161, 0.0627, 0.0377, 0.0018, -0.6194, 0.8184, -0.4690, -0.0789, -0.4342, -0.5195, 0.1848, 0.2015, 0.2251, 0.2338, 0.2427, 0.2681, -0.5927, 0.8221, -0.4664, -0.0751, -0.4241, -0.5273, 0.1829, 0.2076, 0.2285, 0.2103, 0.2484, 0.2479, -0.6024, 0.8349, -0.4872, -0.0593, -0.4218, -0.5389, 0.2046, 0.1962, 0.2199, 0.2144, 0.2643, 0.2377]}



(2)
{"formula": "C5H7N", "method": "the ωB97M-V functional and the def2-TZVPD basis", "lumo_ev": 1.05, "spin_multiplicity": 1, "e_above_lowest_ev": 0.5531, "smiles": "Cn1cccc1", "orbital_gap_ev": 9.306, "e_homo_ev": -8.251, "symbols": ["C", "N", "C", "C", "C", "C", "H", "H", "H", "H", "H", "H", "H"], "xyz": [[1.51, 0.08, 1.03], [0.44, -0.05, 0.10], [-0.06, 1.00, -0.60], [-1.31, 0.64, -1.06], [-1.53, -0.71, -0.66], [-0.41, -1.11, 0.03], [1.37, 0.94, 1.70], [2.39, 0.17, 0.41], [1.54, -0.79, 1.70], [0.52, 1.91, -0.74], [-1.99, 1.29, -1.58], [-2.41, -1.31, -0.81], [-0.12, -2.07, 0.44]], "nbo_charge": [-0.3981, -0.3426, -0.0759, -0.2966, -0.3107, -0.0563, 0.2054, 0.2040, 0.2129, 0.2098, 0.2205, 0.2203, 0.2073]}



(3)
{"formula": "C4H8N2O", "method": "the ωB97M-V functional and the def2-TZVPD basis", "lumo_ev": [0.81, 0.08], "spin_multiplicity": 1, "e_above_lowest_ev": 5.7155, "orbital_gap_ev": [8.651, 6.449], "e_homo_ev": [-7.845, -6.373], "symbols": ["C", "C", "C", "C", "N", "N", "O", "H", "H", "H", "H", "H", "H", "H", "H"], "xyz": [[-1.12, -0.59, -1.53], [0.16, -1.00, -1.04], [0.50, -0.35, 0.37], [0.23, 1.10, 0.55], [-1.57, 0.52, -1.12], [-0.35, 1.56, 1.67], [-2.64, 1.07, -1.30], [-1.78, -1.20, -2.18], [0.23, -2.10, -1.05], [1.01, -0.77, -1.71], [-0.04, -0.75, 1.20], [1.56, -0.40, 0.24], [0.66, 1.92, -0.10], [-1.01, 2.36, 1.54], [-0.55, 0.96, 2.51]], "nbo_charge": [-0.1394, -0.4068, -0.4739, 0.1296, 0.0740, -0.7980, -0.4509, 0.1933, 0.2223, 0.1968, 0.2151, 0.2298, 0.2033, 0.4101, 0.3948]}



(4)
{"formula": "C4H6N2", "method": "the ωB97M-V functional and the def2-TZVPD basis", "lumo_ev": [-13.36, -13.36], "spin_multiplicity": 1, "e_above_lowest_ev": 3.2802, "smiles": "C=[N+]1C=[N+]=CC1", "orbital_gap_ev": [8.033, 8.033], "total_charge": 2, "e_homo_ev": [-21.396, -21.396], "symbols": ["C", "C", "C", "C", "N", "N", "H", "H", "H", "H", "H", "H"], "xyz": [[-1.70, 0.31, 0.17], [0.02, -0.51, 1.25], [1.90, -0.26, -0.28], [-0.66, 0.40, -0.75], [-1.23, -0.20, 1.31], [0.46, -0.24, -0.03], [-2.76, 0.51, 0.08], [0.77, -1.19, 1.80], [2.10, 0.35, -1.19], [2.66, -0.53, 0.53], [-1.04, -0.05, -1.73], [-0.51, 1.39, -1.16]], "nbo_charge": [0.3836, 0.4515, 0.3302, -0.4115, -0.3796, -0.3406, 0.3121, 0.3076, 0.2788, 0.3127, 0.3865, 0.3687]}



(5)
{"formula": "C9H14N3", "method": "the ωB97M-V functional and the def2-TZVPD basis", "lumo_ev": -3.50, "spin_multiplicity": 1, "e_above_lowest_ev": 5.5313, "orbital_gap_ev": 8.764, "total_charge": 1, "e_homo_ev": -12.264, "symbols": ["C", "C", "C", "C", "C", "C", "C", "C", "C", "N", "N", "N", "H", "H", "H", "H", "H", "H", "H", "H", "H", "H", "H", "H", "H", "H"], "xyz": [[-2.77, -1.20, 0.47], [-1.61, -0.86, 1.02], [-0.60, -0.24, 1.87], [0.35, 0.46, 0.86], [-1.64, -1.30, -0.35], [-0.59, -1.46, -1.30], [0.73, -1.28, -0.93], [3.35, 0.73, -0.23], [2.58, -0.50, 0.29], [-2.97, 2.17, -0.61], [1.14, -0.47, 0.05], [-3.14, 1.47, -1.60], [-3.88, -1.28, 0.46], [-1.03, 0.57, 2.54], [-0.09, -0.98, 2.45], [-0.18, 0.91, 0.08], [0.96, 1.21, 1.29], [-4.02, 1.36, -2.03], [-0.86, -2.01, -2.27], [1.50, -1.58, -1.66], [4.49, 0.58, -0.39], [2.99, 0.99, -1.31], [3.14, 1.62, 0.46], [3.07, -1.37, -0.06], [2.74, -0.51, 1.34], [-3.68, 2.97, -0.44]], "nbo_charge": [-0.0663, 0.1389, -0.4757, -0.2074, 0.1506, -0.4296, 0.1862, -0.6410, -0.2265, -0.2913, -0.3414, -0.3098, 0.2721, 0.2660, 0.2708, 0.2341, 0.2399, 0.3166, 0.2636, 0.2368, 0.2539, 0.2187, 0.2169, 0.2203, 0.2061, 0.2974]}



(6)
{"formula": "C43H29ClF9N3O5OsPSb", "method": "the ωB97M-V functional and the def2-TZVPD basis", "lumo_ev": -8.59, "spin_multiplicity": 1, "e_above_lowest_ev": 1.1228, "orbital_gap_ev": 4.350, "total_charge": 2, "e_homo_ev": -12.941, "symbols": ["Os", "O", "Cl", "O", "O", "O", "N", "C", "O", "C", "C", "N", "C", "N", "H", "H", "C", "C", "C", "C", "C", "C", "Sb", "C", "C", "C", "C", "C", "C", "C", "C", "C", "C", "C", "C", "H", "H", "H", "H", "H", "H", "H", "H", "H", "H", "H", "H", "H", "H", "H", "F", "C", "F", "F", "C", "C", "C", "C", "C", "C", "P", "C", "C", "C", "C", "C", "C", "C", "F", "F", "F", "C", "C", "C", "C", "C", "C", "C", "F", "F", "F", "H", "H", "H", "H", "H", "H", "H", "H", "H", "H", "H", "H"], "xyz": [[0.50, 0.00, 0.40], [-2.61, 0.87, 0.66], [-1.96, 0.86, -0.59], [-2.77, 1.24, -1.67], [-1.39, -0.53, -0.82], [-0.70, 1.66, -0.53], [-2.15, -3.95, -1.58], [-1.01, -3.40, -1.20], [-0.80, -3.05, -0.06], [1.40, -2.54, -2.08], [1.39, -1.18, -1.84], [1.40, -0.08, -1.44], [2.68, -3.08, -1.85], [2.92, -4.31, -1.41], [-2.36, -4.19, -2.54], [-2.89, -4.05, -0.89], [6.02, -0.49, -2.15], [5.10, -0.53, -3.19], [4.01, -1.38, -3.11], [3.86, -2.20, -1.99], [4.79, -2.17, -0.96], [5.87, -1.30, -1.03], [1.04, -2.34, 1.35], [1.47, -4.39, 0.58], [0.79, -5.24, 1.47], [0.78, -6.62, 1.34], [1.47, -7.22, 0.30], [2.15, -6.42, -0.60], [2.13, -5.04, -0.47], [0.05, -3.21, -2.42], [0.29, -4.55, -3.01], [-0.10, -4.88, -4.27], [-0.74, -3.90, -5.07], [-0.99, -2.60, -4.62], [-0.61, -2.26, -3.36], [6.86, 0.19, -2.21], [5.24, 0.09, -4.06], [3.29, -1.43, -3.92], [4.67, -2.81, -0.09], [6.58, -1.26, -0.22], [0.28, -4.80, 2.32], [0.24, -7.22, 2.06], [1.50, -8.30, 0.20], [2.71, -6.87, -1.42], [3.88, -4.63, -1.51], [0.77, -5.29, -2.39], [0.08, -5.86, -4.67], [-1.04, -4.18, -6.07], [-1.46, -1.88, -5.28], [-0.78, -1.26, -2.98], [7.37, -0.75, 5.24], [6.75, -1.57, 4.39], [6.40, -2.67, 5.07], [7.64, -1.94, 3.45], [5.56, -0.90, 3.76], [4.27, -1.38, 3.95], [3.21, -0.75, 3.33], [3.41, 0.37, 2.52], [4.70, 0.87, 2.37], [5.77, 0.23, 2.98], [1.96, 1.13, 1.73], [0.81, 1.59, 3.02], [1.01, 2.50, 4.05], [-0.01, 2.71, 4.97], [-1.21, 2.01, 4.84], [-1.41, 1.09, 3.83], [-0.38, 0.89, 2.92], [-2.30, 2.28, 5.85], [-3.32, 1.43, 5.73], [-2.78, 3.52, 5.70], [-1.83, 2.19, 7.10], [2.57, 2.59, 0.86], [2.09, 3.87, 1.10], [2.46, 4.92, 0.28], [3.32, 4.69, -0.79], [3.81, 3.42, -1.04], [3.43, 2.37, -0.23], [3.73, 5.83, -1.70], [2.89, 6.86, -1.62], [3.78, 5.43, -2.98], [4.96, 6.27, -1.38], [4.11, -2.25, 4.58], [2.20, -1.11, 3.53], [4.88, 1.75, 1.77], [6.77, 0.62, 2.86], [1.95, 3.04, 4.15], [0.12, 3.41, 5.78], [-2.35, 0.56, 3.74], [-0.55, 0.13, 2.13], [1.40, 4.06, 1.91], [2.08, 5.91, 0.46], [4.47, 3.25, -1.88], [3.79, 1.37, -0.45]], "lowdin_charge": [0.6963, -0.2636, 0.7199, -0.2226, -0.4708, -0.4181, 0.2565, -0.4130, -0.1027, -0.1117, -0.2278, 0.0691, -0.1709, 0.1431, 0.1277, 0.1550, -0.0382, -0.0366, -0.0157, -0.1799, -0.0071, -0.0447, 1.3724, -0.3262, -0.1687, -0.0500, -0.0461, -0.0346, -0.2847, -0.2421, 0.0802, 0.0102, 0.0790, 0.0158, 0.0819, 0.1213, 0.1205, 0.1265, 0.1227, 0.1166, 0.0666, 0.1198, 0.1208, 0.1267, 0.1718, 0.1209, 0.1359, 0.1441, 0.1394, 0.1309, 0.1697, -0.5949, 0.1538, 0.1470, -0.1009, 0.0109, -0.1436, -0.3241, -0.0477, 0.0133, 0.8893, -0.3425, -0.0364, 0.0286, -0.0792, 0.0318, -0.1251, -0.5952, 0.1558, 0.1681, 0.1635, -0.3387, -0.0380, 0.0239, -0.0937, 0.0101, -0.1023, -0.5931, 0.1594, 0.1490, 0.1606, 0.1301, 0.0417, 0.1048, 0.1371, 0.1275, 0.1395, 0.1361, 0.0224, 0.1059, 0.1331, 0.1283, 0.0979]}



> Number 2 is which compound?

C5H7N